(1)
Here is a 18-piece molecular cluster, C65H119N11O7 overall from the OMol25 dataset. Energies are from ωB97M-V with the def2-TZVPD basis set.

Output
- frontier orbital gap (eV) = 9.932
- HOMO energy (eV) = -9.45
- 2S+1 = 1
- calculated total energy (Eh) = -3676.96562

Each line ends with the Mulliken charge.
Atoms and positions in Å:
C: 4.382 1.501 -5.836  -1.3419
C: 4.557 0.023 -5.723  0.8383
O: 5.504 -0.584 -6.196  -0.5749
C: 3.567 -0.774 -4.840  -0.8608
H: 3.342 1.697 -6.100  0.3800
H: 5.145 2.005 -6.376  0.3817
H: 4.339 1.834 -4.810  0.2902
H: 2.576 -0.383 -4.984  0.5681
H: 3.740 -0.563 -3.785  0.1078
H: 3.750 -1.819 -5.053  0.2443
C: -1.581 -3.308 7.416  -1.3671
C: -1.667 -2.682 6.028  0.3667
O: -1.359 -3.413 5.142  -0.4631
C: -2.075 -1.293 5.797  0.1164
H: -2.385 -3.990 7.538  0.3689
H: -1.685 -2.635 8.310  0.3243
H: -0.636 -3.839 7.472  0.3366
H: -1.400 -0.603 6.379  0.3710
H: -3.106 -1.063 6.135  0.3594
H: -1.882 -1.048 4.723  -0.4077
C: 2.191 4.794 3.797  -1.6390
C: 1.705 3.593 3.003  0.9190
O: 2.344 3.133 2.064  -0.5397
C: 0.316 3.050 3.295  -0.3178
H: 2.588 4.333 4.733  0.4554
H: 1.494 5.507 4.171  0.3576
H: 3.053 5.318 3.458  0.3362
H: -0.119 3.297 4.282  0.5571
H: 0.426 1.956 3.197  -0.1657
H: -0.382 3.482 2.599  0.1214
C: -0.962 6.830 -0.345  -1.5450
C: -0.345 5.755 0.394  0.6214
O: 0.288 5.934 1.399  -0.5266
C: -0.630 4.343 -0.138  1.8534
H: -1.880 6.629 -0.902  0.3333
H: -0.197 7.186 -1.097  0.2037
H: -1.185 7.628 0.298  0.4732
H: -0.078 3.567 0.404  -0.8155
H: -0.326 4.346 -1.153  -0.6213
H: -1.734 4.225 -0.112  -0.1032
C: -3.738 0.636 -5.023  -1.4001
C: -2.494 -0.152 -4.591  0.7332
O: -1.364 0.294 -4.753  -0.5632
C: -2.775 -1.453 -4.003  -0.5919
H: -3.404 1.586 -5.353  0.4193
H: -4.449 0.803 -4.199  0.1079
H: -4.332 0.196 -5.793  0.4729
H: -3.807 -1.812 -4.266  0.3210
H: -2.691 -1.498 -2.933  -0.0150
H: -2.078 -2.161 -4.285  0.4489
C: -4.793 -6.789 -1.649  -1.2676
C: -4.529 -5.428 -2.239  0.7701
O: -5.094 -4.503 -1.685  -0.4988
C: -3.557 -5.265 -3.358  -0.5192
H: -5.354 -7.452 -2.329  0.3909
H: -5.364 -6.604 -0.719  0.2999
H: -3.855 -7.337 -1.500  0.3272
H: -2.644 -5.806 -3.115  0.1775
H: -3.374 -4.208 -3.413  -0.1816
H: -3.980 -5.687 -4.305  0.4543
C: 3.636 0.191 4.961  -0.6103
C: 2.759 -0.656 5.885  1.0355
O: 1.659 -0.343 6.217  -0.5813
C: 3.405 -1.895 6.389  -1.2038
H: 3.220 1.127 4.561  0.0498
H: 4.054 -0.457 4.183  -0.0578
H: 4.580 0.492 5.504  0.4443
H: 2.598 -2.661 6.369  0.2105
H: 3.710 -1.620 7.386  0.4353
H: 4.193 -2.173 5.744  0.3474
C: 1.437 -4.019 -4.274  -1.0996
C: 1.379 -4.823 -3.008  -0.0557
C: 0.137 -4.517 -2.238  1.3924
C: -0.036 -5.425 -1.093  0.0086
N: -0.122 -6.104 -0.186  -0.7071
H: 1.833 -3.028 -4.113  0.0305
H: 0.460 -3.895 -4.750  0.3426
H: 2.103 -4.488 -4.981  0.4349
H: 2.275 -4.748 -2.373  0.1060
H: 1.320 -5.893 -3.320  0.3661
H: -0.769 -4.537 -2.763  -0.1885
H: 0.090 -3.482 -1.745  -0.6384
C: 6.839 -1.026 -2.922  -0.7756
C: 6.728 -2.482 -3.322  -0.2347
C: 6.552 -3.424 -2.092  -0.3874
C: 5.202 -3.445 -1.538  0.1084
N: 4.105 -3.491 -1.188  -0.2876
H: 6.916 -0.324 -3.744  0.3566
H: 7.739 -0.786 -2.299  0.3175
H: 5.919 -0.672 -2.342  -0.0298
H: 7.669 -2.739 -3.832  0.3182
H: 5.876 -2.629 -4.004  0.1353
H: 7.253 -3.101 -1.329  0.0770
H: 6.787 -4.501 -2.220  0.3793
C: 5.966 0.889 1.986  -1.0430
C: 6.778 0.370 0.783  0.0493
C: 7.752 -0.705 1.293  -0.4215
C: 8.609 -1.240 0.281  0.0799
N: 9.441 -1.537 -0.437  -0.4602
H: 6.606 0.889 2.848  0.4376
H: 5.070 0.274 2.075  0.0159
H: 5.648 1.965 1.946  0.2818
H: 7.310 1.187 0.324  0.4225
H: 6.075 -0.076 0.081  -0.0384
H: 7.121 -1.421 1.745  0.1909
H: 8.285 -0.252 2.113  0.5171
C: 1.368 -1.495 2.822  -0.2491
C: 1.603 -2.318 1.588  1.2399
C: 2.592 -3.523 1.672  -0.4580
C: 3.913 -2.996 2.090  -0.0173
N: 4.861 -2.480 2.440  -0.4626
H: 2.215 -0.974 3.207  -0.3962
H: 1.173 -2.174 3.670  0.5310
H: 0.571 -0.757 2.699  -0.2707
H: 1.911 -1.652 0.778  0.1370
H: 0.606 -2.769 1.279  -0.8279
H: 2.644 -4.075 0.739  0.2722
H: 2.269 -4.279 2.419  0.4810
C: 1.311 3.189 -3.314  -0.2561
C: 0.303 4.140 -3.961  -0.3717
C: -0.885 3.482 -4.537  -0.6640
C: -1.814 3.050 -3.580  0.0634
N: -2.644 2.723 -2.865  0.0026
H: 1.681 2.580 -4.100  0.3760
H: 0.733 2.653 -2.586  -0.3841
H: 2.102 3.778 -2.841  0.2108
H: 0.757 4.739 -4.755  0.4469
H: -0.014 4.901 -3.198  -0.0033
H: -0.599 2.627 -5.108  0.2681
H: -1.515 4.048 -5.249  0.4746
C: -6.705 0.073 0.958  -0.7344
C: -6.824 -1.449 0.880  -1.0678
C: -5.623 -1.964 0.049  1.5937
C: -5.667 -1.333 -1.270  0.0178
N: -5.789 -0.844 -2.278  -0.6052
H: -6.655 0.520 -0.036  0.0204
H: -5.803 0.326 1.508  -0.0613
H: -7.597 0.517 1.422  0.5055
H: -7.682 -1.767 0.402  0.5602
H: -6.645 -1.882 1.877  0.4400
H: -5.486 -3.071 -0.012  -0.0396
H: -4.733 -1.504 0.470  -0.7054
C: 5.450 5.234 -0.816  -1.2953
C: 4.762 5.909 0.350  -0.5141
C: 3.216 5.827 0.198  0.7575
C: 2.765 6.324 -1.087  0.0381
N: 2.355 6.590 -2.133  -0.6347
H: 6.524 5.335 -0.734  0.4145
H: 5.260 5.750 -1.748  0.4036
H: 5.177 4.184 -0.995  0.2597
H: 5.145 6.918 0.442  0.3587
H: 4.883 5.395 1.308  0.2382
H: 2.658 6.478 0.871  0.3488
H: 2.851 4.812 0.293  -0.3278
C: -3.731 1.952 5.580  -1.4010
C: -3.329 1.977 4.082  0.0214
C: -4.322 1.358 3.123  0.1286
C: -4.467 -0.116 3.315  0.2553
N: -4.616 -1.275 3.408  -0.5134
H: -2.962 2.240 6.316  0.3439
H: -3.994 0.923 5.805  0.2361
H: -4.603 2.562 5.763  0.4042
H: -2.315 1.532 3.962  -0.3710
H: -3.148 3.034 3.744  0.4409
H: -3.907 1.546 2.136  -0.2661
H: -5.316 1.853 3.280  0.8016
C: -7.384 3.401 -3.512  -1.3857
C: -6.140 3.771 -2.646  -0.1926
C: -5.986 2.803 -1.432  0.0594
C: -4.942 3.293 -0.489  0.1143
N: -4.147 3.793 0.186  -0.5697
H: -8.218 3.774 -2.952  0.3910
H: -7.624 2.313 -3.625  0.3038
H: -7.380 3.910 -4.492  0.3773
H: -6.195 4.838 -2.301  0.4375
H: -5.240 3.621 -3.238  -0.0293
H: -5.620 1.839 -1.863  -0.3366
H: -6.920 2.627 -0.953  0.7849
C: -4.057 -5.108 2.229  -0.5584
C: -2.510 -4.880 2.405  -0.7835
C: -2.015 -3.495 1.926  0.7572
C: -2.200 -3.148 0.529  0.2002
N: -2.314 -3.042 -0.613  0.1205
H: -4.420 -4.458 1.423  -0.2209
H: -4.702 -5.039 3.149  0.3157
H: -4.264 -6.153 1.923  0.3389
H: -1.910 -5.631 1.835  0.2368
H: -2.175 -4.940 3.437  0.4845
H: -0.960 -3.345 2.166  -0.3573
H: -2.520 -2.692 2.453  -0.6785
C: 0.853 0.641 -0.634  -0.7168
C: -0.395 0.198 -1.356  1.8091
C: -1.695 0.629 -0.665  1.5230
C: -1.779 0.243 0.815  -0.7187
N: -1.833 -0.076 1.916  0.1995
H: 1.783 0.370 -1.129  0.6443
H: 0.832 0.281 0.381  -0.3805
H: 0.843 1.684 -0.547  -0.2928
H: -0.450 -0.871 -1.418  -1.0177
H: -0.357 0.570 -2.381  0.0014
H: -2.487 0.096 -1.211  -0.2804
H: -1.924 1.701 -0.691  -0.7260

---

(2)
Here is C65H47BrCl2F4N2O4PTi as an isolated structure from the OMol25 dataset. Energies are from ωB97M-V with the def2-TZVPD basis set.

Output
- charge = -1
- frontier orbital gap (eV) = 3.946
- HOMO energy (eV) = -2.18
- 2S+1 = 1
- calculated total energy (Eh) = -8000.20474

Each line ends with the Mulliken charge.
Atoms and positions in Å:
Ti: -1.718 0.180 -0.018  -0.2544
O: -2.287 -1.242 0.911  -0.2194
C: -1.927 -1.520 2.270  1.4155
C: -2.585 -0.522 3.281  -2.5532
C: -2.382 0.988 3.155  0.8100
C: -3.390 1.834 3.433  -0.9152
C: -3.504 3.184 2.875  -1.0475
C: -3.201 3.550 1.611  -1.3476
C: -2.749 2.597 0.576  1.3055
C: -1.929 3.079 -0.622  -1.4129
C: -2.344 2.252 -1.893  3.0312
O: -2.040 0.878 -1.677  -0.6937
C: -3.847 2.500 -2.089  -0.2975
C: -4.781 1.502 -1.855  0.0424
C: -6.140 1.758 -1.984  -1.0332
C: -6.584 3.019 -2.348  -0.4104
C: -5.654 4.026 -2.591  -0.9680
C: -4.298 3.764 -2.465  -0.2033
C: -1.553 2.620 -3.177  -0.7430
C: -2.116 2.406 -4.373  0.0219
C: -1.498 2.387 -5.700  -0.9288
C: -0.282 2.766 -6.101  -0.7338
C: 0.791 3.445 -5.307  -1.0880
C: -0.106 2.787 -2.907  -1.7053
N: -2.965 1.349 0.685  0.4209
C: -2.436 -2.917 2.632  -0.3786
C: -3.197 -3.661 1.739  -0.1033
C: -3.625 -4.944 2.068  -0.9371
C: -3.298 -5.495 3.297  -0.4777
C: -2.543 -4.752 4.198  -1.1544
C: -2.115 -3.477 3.866  -0.0918
C: -0.390 -1.505 2.403  0.5140
C: 0.234 -0.333 3.117  -0.2697
C: 1.669 -0.595 3.619  -0.6877
C: 2.511 -1.487 2.728  -0.0929
C: 1.826 -2.356 1.726  1.3594
C: 0.345 -2.376 1.729  -1.8633
H: -2.287 -0.843 4.279  0.7156
H: -3.658 -0.680 3.198  0.8431
H: -4.260 1.437 3.944  0.3884
H: -3.942 3.944 3.516  0.3934
H: -3.304 4.588 1.315  0.4566
H: -0.891 2.857 -0.362  -0.0153
H: -2.029 4.151 -0.795  0.7721
H: -4.436 0.522 -1.563  0.2257
H: -6.857 0.967 -1.793  0.4357
H: -7.644 3.220 -2.442  0.3904
H: -5.986 5.015 -2.884  0.4077
H: -3.578 4.549 -2.670  0.3150
H: -3.166 2.136 -4.371  0.4368
H: -2.142 1.975 -6.472  0.3317
H: -0.046 2.621 -7.150  0.3763
H: 1.736 3.338 -5.845  0.4498
H: 0.141 3.118 -1.910  0.9984
H: -3.458 -3.225 0.785  0.3536
H: -4.214 -5.511 1.356  0.4225
H: -3.622 -6.497 3.552  0.3837
H: -2.274 -5.174 5.159  0.4085
H: -1.499 -2.924 4.568  0.4235
H: -0.317 -0.118 4.024  0.9684
H: 1.556 -1.076 4.587  0.8699
H: 4.509 -1.163 3.341  0.2818
H: 2.309 -2.552 0.775  -1.8022
H: -0.141 -3.165 1.155  0.6907
F: -1.003 -3.489 -6.710  -0.3192
C: -0.558 -2.839 -5.645  0.5586
C: 0.605 -2.116 -5.717  0.3088
F: 1.274 -2.064 -6.864  -0.3286
C: 1.069 -1.451 -4.596  0.5000
F: 2.202 -0.764 -4.741  -0.4537
C: 0.398 -1.467 -3.385  -0.8209
P: 1.093 -0.721 -1.821  0.9575
C: 1.603 0.931 -2.390  -0.0021
C: 2.550 1.650 -1.767  0.6822
C: 2.903 2.979 -2.251  -1.3322
C: 2.257 3.571 -3.265  -1.6637
C: 1.027 3.005 -3.868  2.0938
C: 0.726 1.588 -3.370  -1.0728
C: 2.624 -1.756 -1.792  1.5353
C: 2.419 -3.077 -1.383  -1.2562
C: 3.459 -3.993 -1.384  -0.1436
C: 4.728 -3.592 -1.788  -0.4708
C: 4.941 -2.279 -2.183  -0.6231
C: 3.894 -1.364 -2.188  -0.0257
C: -0.784 -2.193 -3.350  0.1537
Br: -1.833 -2.298 -1.787  -0.1656
C: -1.255 -2.875 -4.460  0.3288
F: -2.389 -3.574 -4.417  -0.3390
H: 3.130 1.224 -0.954  -0.0628
H: 3.777 3.457 -1.822  0.4955
H: 2.647 4.487 -3.701  0.4209
H: 0.580 4.521 -5.274  0.4357
H: 0.170 0.963 -4.053  0.0458
H: 1.428 -3.389 -1.059  -0.1454
H: 3.283 -5.012 -1.058  0.4230
H: 5.547 -4.301 -1.789  0.3642
H: 5.929 -1.958 -2.491  0.2824
H: 4.076 -0.346 -2.508  0.4391
Cl: 1.643 -3.758 4.197  -0.2307
C: 2.580 -2.988 2.896  1.2113
C: 3.820 -3.744 2.605  -1.0529
C: 4.788 -3.454 1.728  -1.1249
C: 4.969 -2.258 0.904  -0.9208
C: 4.555 -1.043 1.251  0.5189
Cl: 4.853 0.284 0.161  -0.1801
C: 3.864 -0.754 2.552  -0.4211
N: 3.627 0.640 2.844  -0.3916
C: 2.537 0.733 3.892  1.4375
C: 3.128 0.726 5.281  -1.3264
C: 2.733 1.589 6.260  -0.5095
C: 1.788 2.627 6.049  -1.4676
C: 1.315 2.768 4.742  0.2754
C: 1.693 1.953 3.696  -1.3940
C: 1.024 2.001 2.357  -0.9613
C: -0.050 0.928 2.222  1.9214
O: -1.241 1.566 2.749  0.0107
O: -0.214 0.603 0.849  1.1956
H: 3.893 -4.693 3.122  0.4273
H: 5.541 -4.224 1.582  0.3977
H: 5.524 -2.374 -0.021  1.0185
H: 3.334 1.125 2.006  0.4716
H: 3.872 -0.045 5.493  0.2525
H: 3.182 1.485 7.247  0.3273
H: 1.481 3.295 6.844  0.3629
H: 0.605 3.569 4.522  0.3666
H: 1.708 1.821 1.516  -0.2582
H: 0.539 2.966 2.182  1.0131